Entry P
{
  "formula": "C3H6N2O2",
  "method": "ωB97M-V with the def2-TZVPD basis set",
  "symbols": ["O", "C", "C", "N", "C", "N", "O", "H", "H", "H", "H", "H", "H"],
  "xyz": [[-0.605, 1.354, 1.352], [-0.441, 0.202, 1.614], [0.671, -0.723, 1.042], [0.802, -0.533, -0.432], [0.021, -0.017, -1.500], [-0.474, 1.243, -1.345], [-0.079, -0.555, -2.582], [-1.244, -0.398, 2.132], [1.604, -0.517, 1.531], [0.326, -1.715, 1.327], [1.463, -1.261, -0.657], [-1.283, 1.182, -1.965], [-0.760, 1.739, -0.517]],
  "total_charge": 0,
  "smiles": "NC(=O)NCC=O",
  "orbital_gap_ev": 10.042
}


Entry Q
{
  "formula": "C3H6N2O2",
  "method": "ωB97M-V with the def2-TZVPD basis set",
  "symbols": ["N", "C", "O", "C", "O", "C", "N", "H", "H", "H", "H", "H", "H"],
  "xyz": [[-0.398, -1.416, -1.145], [0.674, -1.176, -0.336], [1.271, -2.034, 0.285], [1.138, 0.287, -0.309], [0.839, 0.905, 0.944], [-0.438, 1.225, 1.162], [-1.374, 1.006, 0.334], [-0.798, -2.341, -1.056], [-1.056, -0.651, -1.239], [0.705, 0.874, -1.125], [2.227, 0.292, -0.372], [-0.533, 1.694, 2.145], [-2.258, 1.334, 0.712]],
  "total_charge": 0,
  "smiles": "[H]/N=C/OCC(N)=O",
  "orbital_gap_ev": 10.641
}


Entry R
{
  "formula": "C3H6N2O2",
  "method": "ωB97M-V with the def2-TZVPD basis set",
  "symbols": ["C", "O", "C", "N", "N", "C", "O", "H", "H", "H", "H", "H", "H"],
  "xyz": [[0.718, -1.826, -0.539], [0.967, -0.702, 0.296], [0.340, 0.502, -0.122], [0.642, 1.245, -1.091], [-0.641, 0.593, 0.831], [-1.502, 1.686, 1.007], [-2.358, 1.783, 1.850], [1.080, -2.713, -0.012], [1.277, -1.683, -1.463], [-0.353, -1.950, -0.754], [1.472, 0.891, -1.562], [-0.324, -0.309, 1.300], [-1.317, 2.483, 0.258]],
  "total_charge": 0,
  "smiles": "[H]/N=C(/NC=O)OC",
  "orbital_gap_ev": 10.871
}


Entry S
{
  "formula": "C3H6N2O2",
  "method": "ωB97M-V with the def2-TZVPD basis set",
  "symbols": ["C", "C", "N", "C", "O", "N", "O", "H", "H", "H", "H", "H", "H"],
  "xyz": [[-0.633, 0.377, -0.097], [-0.882, -0.763, 1.148], [0.005, -0.659, 2.167], [1.029, 0.768, -2.161], [0.392, -0.539, -0.288], [1.414, -0.251, -1.569], [-1.934, -1.338, 1.180], [0.962, -0.450, 1.931], [-0.160, -1.247, 2.969], [-0.367, 1.363, 0.284], [-1.485, 0.279, -0.768], [1.567, 1.177, -3.010], [0.093, 1.281, -1.786]],
  "total_charge": 0,
  "smiles": "C=NOCC(N)=O",
  "orbital_gap_ev": 10.180
}


The least stable of them is entry S.


Entry P
{
  "formula": "C3H6N2O2",
  "method": "ωB97M-V with the def2-TZVPD basis set",
  "symbols": ["N", "C", "O", "C", "O", "C", "N", "H", "H", "H", "H", "H", "H"],
  "xyz": [[1.533, -0.398, -0.584], [1.391, 0.501, 0.421], [2.331, 1.097, 0.924], [-0.022, 0.833, 0.945], [-1.030, -0.180, 1.010], [-1.615, -0.686, -0.069], [-1.189, -0.562, -1.256], [2.470, -0.504, -0.947], [0.742, -0.621, -1.182], [-0.394, 1.701, 0.386], [0.078, 1.124, 1.993], [-2.509, -1.227, 0.254], [-1.785, -1.078, -1.896]],
  "total_charge": 0,
  "smiles": "[H]/N=C/OCC(N)=O",
  "orbital_gap_ev": 10.505
}


Entry Q
{
  "formula": "C3H6N2O2",
  "method": "ωB97M-V with the def2-TZVPD basis set",
  "symbols": ["C", "C", "C", "H", "H", "H", "H", "H", "H", "N", "N", "O", "O"],
  "xyz": [[1.154, 1.442, -1.286], [-0.021, 0.340, 0.361], [-0.947, -1.235, 1.549], [0.334, 1.206, -2.015], [1.506, 2.446, -1.467], [1.999, 0.753, -1.275], [-0.655, -0.737, -1.263], [-1.828, -1.465, 2.143], [-0.067, -1.678, 2.015], [0.583, 1.386, -0.032], [-0.138, -0.917, -0.413], [-1.174, -1.699, 0.250], [-0.746, 0.159, 1.435]],
  "total_charge": 0,
  "smiles": "C/N=C1\\NOCO1",
  "orbital_gap_ev": 10.277
}


Entry R
{
  "formula": "C3H6N2O2",
  "method": "ωB97M-V with the def2-TZVPD basis set",
  "symbols": ["C", "C", "C", "N", "N", "O", "O", "H", "H", "H", "H", "H", "H"],
  "xyz": [[1.792, 0.817, -0.273], [0.590, 1.023, 0.342], [-1.629, 0.388, 0.051], [-2.476, -0.609, -0.120], [-0.379, 0.017, 0.341], [-1.895, 1.474, -0.331], [0.018, -1.278, 0.160], [2.406, 1.618, -0.298], [1.913, -0.010, -0.870], [0.342, 1.879, 0.980], [-2.474, -1.419, 0.430], [-3.417, -0.373, -0.268], [-0.017, -1.468, -0.782]],
  "total_charge": 0,
  "smiles": "C=CN(O)C(N)=O",
  "orbital_gap_ev": 9.526
}


Entry S
{
  "formula": "C3H6N2O2",
  "method": "ωB97M-V with the def2-TZVPD basis set",
  "symbols": ["C", "C", "C", "N", "N", "O", "O", "H", "H", "H", "H", "H", "H"],
  "xyz": [[-0.372, 0.660, -1.437], [0.187, -0.201, 0.679], [-0.984, -0.922, 0.074], [0.795, 0.507, -0.497], [-1.275, -0.238, -1.215], [-2.275, -0.440, -1.874], [1.343, 1.786, -0.183], [-0.454, 1.278, -2.393], [-0.185, 0.642, 1.328], [0.800, -1.019, 1.314], [-0.758, -1.951, -0.186], [-1.807, -1.052, 0.773], [1.989, 1.760, -0.902]],
  "total_charge": 0,
  "smiles": "[O-][N+]1=CN(O)CC1",
  "orbital_gap_ev": 8.971
}


The least stable of them is entry S.


Entry P
{
  "formula": "C3H6N2O2",
  "method": "ωB97M-V with the def2-TZVPD basis set",
  "symbols": ["N", "C", "O", "C", "O", "C", "N", "H", "H", "H", "H", "H", "H"],
  "xyz": [[1.824, 1.163, 1.012], [0.784, 0.371, 0.633], [0.600, -0.716, 1.145], [-0.151, 0.874, -0.473], [-1.398, 0.273, -0.208], [-1.406, -1.082, -0.390], [-0.853, -1.637, -1.377], [2.269, 0.845, 1.862], [1.786, 2.158, 0.874], [0.228, 0.590, -1.461], [-0.292, 1.959, -0.447], [-1.980, -1.553, 0.413], [-1.037, -2.636, -1.363]],
  "total_charge": 0,
  "smiles": "[H]/N=C/OCC(N)=O",
  "orbital_gap_ev": 10.378
}


Entry Q
{
  "formula": "C3H6N2O2",
  "method": "ωB97M-V with the def2-TZVPD basis set",
  "symbols": ["C", "C", "C", "H", "H", "H", "H", "H", "H", "N", "N", "O", "O"],
  "xyz": [[-0.133, -0.609, -1.041], [-0.245, 0.160, 0.268], [-0.275, -0.548, 1.612], [-0.735, -0.037, -1.795], [-0.601, -1.588, -0.953], [0.865, -0.703, -1.448], [1.116, 2.699, -0.743], [0.517, 1.438, -1.691], [-0.459, -2.312, 2.223], [0.178, 1.355, 0.344], [0.324, 2.033, -0.829], [-0.541, -1.870, 1.397], [-0.012, -0.017, 2.656]],
  "total_charge": 0,
  "smiles": "C/C(=N\\N)C(=O)O",
  "orbital_gap_ev": 10.128
}


Entry R
{
  "formula": "C3H6N2O2",
  "method": "ωB97M-V with the def2-TZVPD basis set",
  "symbols": ["N", "C", "O", "C", "O", "C", "N", "H", "H", "H", "H", "H", "H"],
  "xyz": [[0.984, 0.416, -1.542], [0.482, 0.039, -0.309], [1.178, -0.819, 0.407], [-0.097, 1.179, 0.563], [-0.584, 0.377, 1.653], [-0.644, -0.840, 1.114], [-1.010, -0.844, -0.185], [1.419, -0.345, -2.043], [0.384, 0.985, -2.124], [-0.916, 1.718, 0.077], [0.663, 1.856, 0.960], [-0.756, -1.653, 1.827], [-0.857, -1.766, -0.589]],
  "total_charge": 0,
  "orbital_gap_ev": 9.771
}


The least stable of them is entry R.